(1)
{
  "formula": "C3H8N4O",
  "method": "ωB97M-V with the def2-TZVPD basis set",
  "smiles": "[H]/N=C/ON.CNC#N",
  "e_above_lowest_kcal_mol": 98.22,
  "mol_weight_g_mol": 116.12,
  "lumo_energy_ev": 0.6184,
  "symbols": ["H", "N", "C", "O", "N", "H", "H", "H", "C", "N", "C", "N", "H", "H", "H", "H"],
  "coordinates": [[3.037, -0.507, 1.489], [2.359, 0.085, 1.030], [1.445, -0.506, 0.389], [1.007, 0.005, -0.847], [1.588, 1.239, -1.264], [1.204, -1.575, 0.410], [0.919, 1.965, -0.990], [2.411, 1.356, -0.664], [-1.885, -1.152, -0.316], [-1.812, 0.005, 0.558], [-1.264, 1.176, 0.248], [-0.801, 2.231, 0.289], [-1.737, -2.060, 0.276], [-1.132, -1.052, -1.094], [-2.846, -1.239, -0.823], [-2.492, 0.029, 1.309]]
}

---

(2)
{
  "formula": "C3H8N4S",
  "method": "ωB97M-V with the def2-TZVPD basis set",
  "smiles": "C/C=N/NC(=S)NN",
  "e_above_lowest_kcal_mol": 38.13,
  "mol_weight_g_mol": 132.19,
  "lumo_energy_ev": 0.6660,
  "symbols": ["C", "C", "N", "N", "C", "S", "N", "N", "H", "H", "H", "H", "H", "H", "H", "H"],
  "coordinates": [[1.883, -1.944, 2.185], [1.051, -0.929, 1.509], [1.549, -0.233, 0.542], [0.702, 0.586, -0.086], [-0.580, 0.406, -0.455], [-1.661, -0.760, 0.011], [-1.002, 1.275, -1.427], [-0.164, 2.194, -2.042], [1.408, -2.916, 1.971], [1.900, -1.729, 3.288], [2.890, -1.983, 1.719], [0.001, -0.804, 1.849], [1.164, 1.214, -0.720], [-1.943, 1.181, -1.731], [-0.471, 3.173, -1.831], [-0.098, 2.073, -3.062]]
}

---

- What is the formula in the first record?
  C3H8N4O